1.
C22H41As3N2Rh | ωB97M-V/def2-TZVPD

The geometry in XYZ format:
```
69
C22H41As3N2Rh ωB97M-V/def2-TZVPD
Rh -1.595 -0.608 0.007
C -5.597 0.341 -1.392
C -4.703 -0.230 -0.330
C -4.046 0.605 0.583
C -3.267 0.083 1.621
C -3.125 -1.306 1.759
C -3.790 -2.143 0.856
C -4.553 -1.609 -0.178
H -5.320 1.362 -1.651
H -6.626 0.369 -1.024
H -5.589 -0.269 -2.293
H -4.182 1.676 0.508
H -2.841 0.742 2.368
H -2.603 -1.719 2.611
H -3.716 -3.216 0.967
H -5.065 -2.276 -0.862
C 1.856 -1.367 -0.667
As 0.851 -0.858 0.923
C 1.474 -2.181 2.190
C 1.865 0.665 1.630
C 1.823 2.054 0.966
C 2.351 3.075 1.989
C 0.391 2.522 0.631
As -0.773 1.714 -0.721
C 0.074 1.951 -2.444
C -2.096 3.122 -0.789
C 2.692 2.107 -0.320
As 4.614 2.274 -0.118
C 5.206 4.070 0.160
C 5.507 1.072 1.072
H 2.921 -1.180 -0.527
H 1.498 -0.841 -1.551
H 1.712 -2.433 -0.833
H 2.560 -2.130 2.256
H 1.191 -3.174 1.847
H 1.039 -1.998 3.171
H 2.894 0.303 1.690
H 1.523 0.760 2.664
H 1.668 3.159 2.834
H 2.454 4.069 1.547
H 3.318 2.771 2.400
H 0.420 3.583 0.368
H -0.209 2.453 1.543
H 0.480 2.960 -2.499
H -0.703 1.842 -3.199
H 0.852 1.216 -2.632
H -1.611 4.024 -1.159
H -2.498 3.309 0.204
H -2.899 2.838 -1.466
H 2.456 2.998 -0.907
H 2.540 1.244 -0.969
H 4.621 4.752 -0.452
H 6.258 4.125 -0.114
H 5.083 4.293 1.221
H 5.251 0.041 0.841
H 5.216 1.330 2.092
H 6.577 1.227 0.944
C -0.895 -6.083 -1.027
N -1.085 -4.650 -1.305
C -1.365 -4.106 -2.536
C -1.513 -2.772 -2.343
N -1.307 -2.488 -1.005
C -1.061 -3.654 -0.415
H -0.168 -6.486 -1.727
H -1.843 -6.604 -1.135
H -0.524 -6.197 -0.014
H -1.438 -4.709 -3.426
H -1.743 -2.008 -3.067
H -0.885 -3.808 0.637
```

Summary:
⟨S²⟩	6.016
spin multiplicity	5
charge	+3
frontier orbital gap (spin up / spin down)	9.0 / 6.7	eV
LUMO (spin up / spin down)	-0.2588 / -0.3855	hartree

---

2.
C4H23NO8 | ωB97M-V/def2-TZVPD

The geometry in XYZ format:
```
36
C4H23NO8 ωB97M-V/def2-TZVPD
C 1.988 1.103 -0.625
C 0.483 1.388 -0.723
C -0.238 0.728 0.471
N -1.033 -0.433 -0.084
C -1.315 1.616 1.103
O -1.396 2.819 1.027
H 2.465 1.221 -1.603
H 2.372 1.708 0.192
H 2.137 0.052 -0.509
H 0.278 2.455 -0.768
H 0.049 1.039 -1.665
H 0.513 0.411 1.195
H -1.525 -0.050 -0.893
H -1.885 -0.602 0.483
H -2.128 1.055 1.588
O 0.389 -4.576 -1.193
H -0.524 -4.265 -1.174
H 0.829 -3.888 -0.683
O 1.081 -1.866 -1.704
H 0.429 -1.506 -1.065
H 0.960 -1.322 -2.490
O -2.854 -1.865 -2.823
H -2.045 -1.439 -3.136
H -3.382 -1.070 -2.665
O 0.971 3.941 1.101
H 0.055 3.952 0.749
H 0.864 4.072 2.050
O -3.604 -0.838 0.905
H -4.235 -0.281 0.428
H -4.214 -1.311 1.487
O 3.716 -1.337 -0.961
H 2.791 -1.361 -1.252
H 4.125 -2.199 -0.888
O 1.732 0.647 3.858
H 1.612 1.581 4.043
H 2.646 0.394 3.725
```

Summary:
spin multiplicity	1
frontier orbital gap	9.7	eV
LUMO	-0.0085	hartree

---

3.
C3H2ClNOS | ωB97M-V/def2-TZVPD

The geometry in XYZ format:
```
9
C3H2ClNOS ωB97M-V/def2-TZVPD
S 2.191 -1.157 -0.078
C 0.650 -0.148 -0.111
N 0.708 1.205 -0.010
C -0.487 1.635 -0.025
O -1.401 0.654 -0.086
C -0.682 -0.525 -0.281
Cl -1.564 -1.925 -0.023
H 1.530 -2.281 0.410
H -0.946 2.543 0.205
```

Summary:
spin multiplicity	1
frontier orbital gap	9.4	eV
LUMO	0.0213	hartree

---

4.
C4H5NO2 | ωB97M-V/def2-TZVPD

The geometry in XYZ format:
```
12
C4H5NO2 ωB97M-V/def2-TZVPD
C -0.888 0.610 -1.123
C 0.214 0.291 -0.365
C 0.068 -0.577 0.787
C -0.162 -0.165 2.033
N -0.131 1.183 2.238
O -0.530 1.570 3.302
O 0.193 1.971 1.369
H -1.793 0.245 -0.844
H -0.801 1.345 -1.901
H 1.088 0.799 -0.484
H 0.123 -1.726 0.746
H -0.348 -0.855 2.794
```

Summary:
spin multiplicity	1
frontier orbital gap	9.1	eV
LUMO	-0.0189	hartree

---

5.
C20H17F6N6OS2Tc | ωB97M-V/def2-TZVPD

The geometry in XYZ format:
```
53
C20H17F6N6OS2Tc ωB97M-V/def2-TZVPD
Tc -0.513 0.342 0.887
C 0.515 -3.829 2.332
C 0.552 -2.404 1.869
N -0.184 -1.438 2.264
N -1.125 -1.631 3.247
C -2.252 -0.823 3.256
N -3.007 -0.988 4.359
S -2.759 0.178 2.044
C 1.342 -2.091 0.647
C 2.499 -2.740 0.314
C 3.162 -2.388 -0.868
C 2.613 -1.428 -1.679
C 1.417 -0.823 -1.261
N 0.794 -1.123 -0.134
H -0.514 -4.201 2.364
H 0.941 -3.947 3.331
H 1.064 -4.465 1.646
H -1.234 -2.558 3.640
H -2.621 -1.360 5.212
H -3.853 -0.451 4.434
H 2.896 -3.470 1.003
H 4.098 -2.862 -1.131
H 3.086 -1.130 -2.601
H 0.971 -0.040 -1.861
F 4.979 4.156 0.223
C 4.367 3.059 0.704
F 4.656 3.000 2.006
F 4.951 2.008 0.101
C 2.885 3.107 0.427
C 2.362 4.233 -0.146
C 0.989 4.305 -0.408
C 0.237 3.194 -0.168
N 0.754 2.049 0.328
C 2.033 2.000 0.767
S 2.584 0.716 1.730
H 3.011 5.066 -0.373
H 0.526 5.200 -0.796
H -0.832 3.206 -0.346
O -0.472 1.317 2.251
F -3.296 -0.554 -5.500
C -4.064 -0.346 -4.424
F -4.803 0.746 -4.649
F -4.885 -1.389 -4.287
C -3.201 -0.148 -3.196
C -3.283 -0.998 -2.109
C -2.475 -0.749 -1.018
N -1.603 0.279 -0.970
C -1.521 1.075 -2.045
C -2.303 0.903 -3.167
H -3.964 -1.835 -2.096
H -2.528 -1.381 -0.145
H -0.791 1.866 -2.007
H -2.200 1.582 -4.002
```

Summary:
⟨S²⟩	3.769
spin multiplicity	4
charge	+1
frontier orbital gap (spin up / spin down)	6.4 / 5.6	eV
LUMO (spin up / spin down)	-0.1281 / -0.1557	hartree

---

6.
C4H7NO | ωB97M-V/def2-TZVPD

The geometry in XYZ format:
```
13
C4H7NO ωB97M-V/def2-TZVPD
C -0.341 1.791 0.648
C 0.568 0.581 0.524
O -0.215 -0.615 0.537
C 0.239 -2.175 -0.735
C -0.684 -1.103 -0.838
N -1.475 -0.682 -1.644
H -0.946 1.722 1.557
H 0.253 2.711 0.692
H -1.014 1.836 -0.213
H 1.269 0.522 1.364
H 1.149 0.629 -0.409
H -0.053 -3.157 -0.366
H 1.251 -2.061 -1.118
```

Summary:
spin multiplicity	1
frontier orbital gap (spin up / spin down)	6.9 / 9.7	eV
LUMO (spin up / spin down)	-0.0539 / -0.0080	hartree

---

Listing electronic energy for the structures above in their given order: -7789.25636; -822.82117; -1103.85482; -360.47208; -2652.26834; -286.42528 Ha.
Listing max |F| for the structures above in their given order: 0.360; 1.942; 3.012; 4.767; 2.907; 3.344 eV Å⁻¹.